Entry 1:
Entry from the Open Molecules 2025 dataset: a molecular structure, C33H42N5O4SSiTi (the ωB97M-V functional and the def2-TZVPD basis).

The geometry in XYZ format:
```
87
Properties=species:S:1:pos:R:3
Ti 0.097 0.043 0.979
C 1.921 0.339 -1.416
N 2.048 0.558 0.043
C 3.196 -0.198 0.579
C 2.271 2.014 0.257
C 0.961 2.737 0.149
C 0.873 4.057 -0.263
C -0.362 4.691 -0.266
C -1.502 4.008 0.139
C -1.412 2.678 0.526
C -0.179 2.019 0.526
H 2.896 0.447 -1.899
H 1.239 1.075 -1.833
H 1.523 -0.650 -1.633
H 4.126 0.166 0.133
H 3.087 -1.256 0.349
H 3.249 -0.074 1.660
H 3.020 2.377 -0.455
H 2.682 2.143 1.260
H 1.759 4.594 -0.582
H -0.435 5.722 -0.585
H -2.460 4.513 0.149
H -2.309 2.152 0.839
C -5.944 3.071 -6.291
C -4.755 2.522 -5.557
C -4.122 3.265 -4.562
C -3.008 2.774 -3.903
C -2.523 1.518 -4.245
C -3.131 0.758 -5.235
C -4.244 1.266 -5.882
S -1.143 0.879 -3.368
O -0.274 1.967 -3.016
O -0.648 -0.274 -4.063
N -1.722 0.331 -1.917
C -2.825 -0.635 -1.956
C -2.723 -1.672 -0.838
C -2.799 -1.038 0.531
O -3.772 -1.034 1.228
O -1.652 -0.445 0.916
H -6.393 3.905 -5.753
H -6.704 2.304 -6.436
H -5.648 3.430 -7.278
H -4.503 4.246 -4.307
H -2.503 3.359 -3.145
H -2.718 -0.205 -5.505
H -4.721 0.682 -6.660
H -1.874 1.128 -1.305
H -2.783 -1.159 -2.910
H -3.789 -0.123 -1.902
H -1.777 -2.211 -0.932
H -3.552 -2.371 -0.931
C 3.021 1.477 4.083
Si 1.147 1.401 4.122
C 0.625 0.866 5.835
C 0.404 3.068 3.737
C 0.527 0.045 2.947
H 3.360 2.066 4.939
H 3.436 1.952 3.193
H 3.468 0.485 4.182
H 0.970 1.579 6.588
H 1.037 -0.112 6.090
H -0.463 0.802 5.913
H 0.652 3.769 4.537
H -0.685 3.005 3.679
H 0.762 3.489 2.796
H -0.442 -0.280 3.355
H 1.203 -0.824 3.019
N 2.668 -9.394 -4.117
C 2.358 -8.517 -3.445
C 1.970 -7.416 -2.603
C 2.908 -6.450 -2.252
C 2.536 -5.395 -1.438
C 1.225 -5.309 -0.998
C 0.281 -6.264 -1.343
C 0.658 -7.327 -2.144
N 0.832 -4.208 -0.174
C 0.097 -4.274 0.988
C -0.064 -2.994 1.404
N 0.555 -2.137 0.510
C 1.084 -2.911 -0.420
H 3.926 -6.536 -2.606
H 3.264 -4.655 -1.131
H -0.741 -6.168 -1.001
H -0.063 -8.081 -2.426
H -0.213 -5.212 1.414
H -0.582 -2.633 2.276
H 1.625 -2.596 -1.296
```

Its charge is +1. The spin multiplicity is 1. For the energy above the lowest of the compared OMol25 structures with the same formula, charge and spin, the calculation gives 7.4 kcal per mole. The value obtained for the HOMO-LUMO gap is 8.603 eV. For the LUMO energy, the calculation gives -0.1117 Ha.

Atom charges from the Mulliken analysis, given in e for atoms 1 to 6: -0.28 -0.67 0.82 -0.75 -0.91 0.53


Entry 2:
Entry from the Open Molecules 2025 dataset: a molecular structure, C37H34N3O7P2Ti (the ωB97M-V functional and the def2-TZVPD basis).

The geometry in XYZ format:
```
84
Properties=species:S:1:pos:R:3
Ti 0.070 -0.382 -0.363
N -1.267 1.267 0.355
C -0.864 2.622 -0.057
C 0.595 2.591 -0.447
O 1.239 3.598 -0.619
N 1.082 1.308 -0.578
C 2.515 1.240 -0.831
C 2.909 -0.216 -0.787
O 4.017 -0.639 -0.926
O 1.828 -1.002 -0.619
H -1.188 1.179 1.363
H -2.238 1.091 0.123
H -1.455 2.937 -0.917
H -1.005 3.356 0.733
H 2.793 1.659 -1.801
H 3.075 1.808 -0.087
C -2.525 -1.634 -2.484
C -1.799 -2.982 -2.375
P -0.190 -2.833 -1.477
C -0.177 -4.013 -0.096
C -1.290 -4.700 0.375
C -1.168 -5.569 1.452
C 0.060 -5.744 2.070
C 1.173 -5.048 1.612
C 1.059 -4.187 0.535
C 1.005 -3.556 -2.641
C 2.080 -2.838 -3.148
C 2.940 -3.431 -4.064
C 2.728 -4.737 -4.474
C 1.658 -5.463 -3.962
C 0.802 -4.878 -3.046
P -1.366 -0.220 -2.506
C -0.324 -0.389 -3.970
C 0.869 0.334 -4.013
C 1.715 0.221 -5.104
C 1.381 -0.629 -6.149
C 0.195 -1.348 -6.114
C -0.663 -1.224 -5.032
C -2.410 1.240 -2.742
C -3.596 1.365 -2.013
C -4.334 2.537 -2.075
C -3.893 3.595 -2.860
C -2.719 3.475 -3.589
C -1.977 2.303 -3.531
H -3.147 -1.480 -1.602
H -3.177 -1.592 -3.357
H -1.548 -3.366 -3.362
H -2.448 -3.717 -1.904
H -2.262 -4.569 -0.085
H -2.037 -6.111 1.804
H 0.151 -6.424 2.907
H 2.135 -5.184 2.091
H 1.929 -3.649 0.175
H 2.261 -1.826 -2.823
H 3.782 -2.869 -4.446
H 3.401 -5.198 -5.185
H 1.499 -6.489 -4.269
H -0.017 -5.455 -2.631
H 1.130 0.988 -3.189
H 2.638 0.787 -5.135
H 2.047 -0.730 -6.996
H -0.066 -2.007 -6.932
H -1.591 -1.783 -5.022
H -3.960 0.547 -1.400
H -5.256 2.624 -1.516
H -4.469 4.510 -2.907
H -2.375 4.295 -4.206
H -1.061 2.220 -4.101
O -1.728 -1.359 0.474
C -1.064 -1.499 1.544
O 0.083 -0.930 1.592
C -1.555 -2.291 2.683
C -2.865 -2.764 2.681
C -3.313 -3.543 3.731
C -2.427 -3.836 4.753
C -1.125 -3.376 4.779
C -0.686 -2.589 3.727
N -2.898 -4.690 5.871
O -2.116 -4.907 6.770
O -4.030 -5.118 5.802
H -3.519 -2.524 1.855
H -4.321 -3.929 3.769
H -0.481 -3.636 5.605
H 0.329 -2.217 3.701
```

Its charge is +1. The spin multiplicity is 1. For the energy above the lowest of the compared OMol25 structures with the same formula, charge and spin, the calculation gives 1.5 kcal per mole. The value obtained for the HOMO-LUMO gap is 7.761 eV. For the LUMO energy, the calculation gives -0.1374 Ha.

Atom charges from the Mulliken analysis, given in e for atoms 1 to 6: -1.28 -0.30 -0.20 0.26 -0.65 0.57


Entry 3:
Entry from the Open Molecules 2025 dataset: a molecular structure, C26H26BrClCuNO10P (the ωB97M-V functional and the def2-TZVPD basis).

The geometry in XYZ format:
```
67
Properties=species:S:1:pos:R:3
Cu -1.671 1.364 1.163
O 0.178 0.309 4.847
C -1.004 0.757 4.414
O -1.444 1.854 4.597
C -1.796 -0.329 3.732
C -2.000 -1.574 4.298
C -2.834 -2.468 3.642
C -3.457 -2.092 2.465
C -3.182 -0.835 1.958
N -2.353 0.010 2.572
C -3.791 -0.215 0.726
O -4.918 -0.715 0.232
O -3.458 0.927 0.427
H 0.702 1.075 5.141
H -1.511 -1.832 5.226
H -3.003 -3.454 4.055
H -4.116 -2.772 1.945
H -4.841 -1.676 0.157
C 1.004 2.384 -1.084
P -0.147 3.580 -0.399
C -0.523 4.747 -1.714
C 0.723 4.495 0.877
O -1.444 2.964 0.075
H 1.985 2.842 -1.220
H 0.634 2.002 -2.036
H 1.078 1.536 -0.404
H 0.394 5.157 -2.137
H -1.136 5.560 -1.326
H -1.079 4.225 -2.493
H 1.521 5.089 0.429
H 1.141 3.807 1.614
H 0.026 5.162 1.385
C 1.436 -1.920 -1.702
C 1.476 -1.630 -3.174
C 2.467 -2.186 -3.979
C 2.555 -1.867 -5.322
Cl 3.816 -2.583 -6.285
C 1.670 -0.980 -5.907
C 0.672 -0.430 -5.119
C 0.566 -0.759 -3.775
O -0.424 -0.128 -3.058
C -1.463 -0.945 -2.532
C -1.655 -0.822 -1.025
O -2.606 -1.509 -0.560
O -0.933 -0.044 -0.369
H 2.396 -2.311 -1.368
H 0.672 -2.657 -1.441
H 1.210 -1.015 -1.136
H 3.191 -2.863 -3.543
H 1.757 -0.730 -6.955
H -0.045 0.265 -5.538
H -1.328 -1.993 -2.800
H -2.407 -0.615 -2.976
Br 0.001 -3.888 1.338
C 1.261 -2.483 1.550
C 2.615 -2.763 1.483
C 3.517 -1.718 1.631
C 3.065 -0.428 1.869
C 1.702 -0.162 1.931
C 0.795 -1.198 1.754
C 1.244 1.237 2.284
O 2.030 1.964 2.885
O 0.041 1.595 2.003
H 2.957 -3.775 1.317
H 4.579 -1.918 1.575
H 3.759 0.386 2.029
H -0.264 -1.010 1.752
```

The spin multiplicity is 2. For the energy above the lowest of the compared OMol25 structures with the same formula, charge and spin, the calculation gives 4.4 kcal per mole. As for the expectation value of S²: 0.7519. The value obtained for the HOMO-LUMO gap (spin up / spin down) is 8.021 / 7.844 eV. For the LUMO energy (spin up / spin down), the calculation gives -0.0206 / -0.0271 Ha.

Atom charges from the Mulliken analysis, given in e for atoms 1 to 6: -0.62 -0.46 -0.39 -0.59 1.19 -0.29


Entry 4:
Entry from the Open Molecules 2025 dataset: a single C6H12O molecule at a distorted geometry (the ωB97M-V functional and the def2-TZVPD basis).

The geometry in XYZ format:
```
19
Properties=species:S:1:pos:R:3
C 2.435 0.084 0.730
C 1.216 -0.439 -0.021
C 0.380 0.578 -0.754
C -0.776 0.180 -1.591
C -1.271 0.342 -0.229
C -1.673 -0.846 0.614
O -2.008 1.465 0.148
H 2.856 -0.683 1.394
H 2.159 0.937 1.352
H 3.221 0.401 0.047
H 0.518 -0.834 0.722
H 1.502 -1.294 -0.634
H 0.660 1.628 -0.686
H -0.769 -0.831 -1.985
H -1.128 0.923 -2.289
H -2.622 -0.752 0.048
H -1.774 -0.686 1.713
H -1.258 -1.835 0.387
H -1.669 1.662 1.034
```

The spin multiplicity is 1. For the energy above the lowest of the compared OMol25 structures with the same formula, charge and spin, the calculation gives 59.7 kcal per mole. The structure (SMILES) is CC[C@H]1C[C@]1(C)O. The value obtained for the HOMO-LUMO gap is 8.893 eV. For the LUMO energy, the calculation gives 0.0339 Ha.

Atom charges from the Mulliken analysis, given in e for atoms 1 to 6: -1.41 -0.14 -0.42 -0.81 0.75 -1.46


Entry 5:
Entry from the Open Molecules 2025 dataset: a molecular structure, C16H20As2BCl3O2SiTi (the ωB97M-V functional and the def2-TZVPD basis).

The geometry in XYZ format:
```
46
Properties=species:S:1:pos:R:3
Ti 0.137 1.011 -1.726
C 3.938 -0.072 -2.154
As 2.392 -0.279 -1.009
C 2.236 -2.209 -0.849
C 2.941 0.386 0.731
C 4.275 0.417 1.119
C 4.630 0.940 2.355
C 3.651 1.427 3.209
C 2.315 1.390 2.832
C 1.954 0.879 1.593
As 0.110 0.726 0.990
C -0.348 -1.002 1.764
C -0.992 1.897 2.075
H 4.769 -0.688 -1.813
H 4.233 0.975 -2.170
H 3.641 -0.378 -3.156
H 3.014 -2.598 -0.194
H 2.354 -2.631 -1.846
H 1.256 -2.485 -0.467
H 5.047 0.042 0.459
H 5.670 0.970 2.648
H 3.927 1.837 4.171
H 1.564 1.770 3.513
H -0.334 -0.898 2.849
H 0.398 -1.740 1.476
H -1.334 -1.302 1.423
H -0.601 1.980 3.087
H -1.982 1.444 2.107
H -1.072 2.888 1.634
Cl 0.490 0.343 -3.830
Si 0.794 3.480 -0.535
Cl 2.110 3.157 -2.153
Cl -1.046 3.150 -1.728
O -2.601 -0.495 -2.482
B -1.889 -0.017 -1.398
O -2.643 -0.128 -0.229
C -3.847 -0.697 -0.617
C -4.937 -1.025 0.158
C -6.015 -1.597 -0.510
C -5.984 -1.821 -1.884
C -4.874 -1.485 -2.653
C -3.815 -0.919 -1.980
H -4.952 -0.846 1.224
H -6.898 -1.873 0.050
H -6.843 -2.268 -2.365
H -4.840 -1.656 -3.719
```

Its charge is +1. The spin multiplicity is 2. For the energy above the lowest of the compared OMol25 structures with the same formula, charge and spin, the calculation gives 4.9 kcal per mole. As for the expectation value of S²: 0.7625. The value obtained for the HOMO-LUMO gap (spin up / spin down) is 7.039 / 6.248 eV. For the LUMO energy (spin up / spin down), the calculation gives -0.1536 / -0.1828 Ha.

Atom charges from the Mulliken analysis, given in e for atoms 1 to 6: -0.09 -1.20 0.75 -1.15 0.30 -0.38


Entry 6:
Entry from the Open Molecules 2025 dataset: a molecular structure, C19H25B2Br3O7Si2 (the ωB97M-V functional and the def2-TZVPD basis).

The geometry in XYZ format:
```
58
Properties=species:S:1:pos:R:3
C 3.030 -6.367 -1.113
C 2.130 -5.258 -1.679
B 2.568 -4.666 -3.054
O 3.485 -5.332 -3.812
Si 1.735 -2.944 -3.774
Br 1.020 -3.356 -5.839
O 0.440 -2.448 -2.886
Si 0.453 -1.340 -1.647
B 2.273 -1.242 -0.639
O 2.607 -2.156 0.335
C 3.336 -0.155 -1.016
C 4.550 -0.786 -1.761
C -1.037 -1.823 -0.600
Br -0.716 -3.273 0.568
C -2.241 -1.272 -0.677
C -2.647 -0.168 -1.624
Br -3.693 -1.878 0.384
H 2.802 -7.344 -1.551
H 4.089 -6.166 -1.304
H 2.898 -6.459 -0.029
H 2.038 -4.426 -0.965
H 1.097 -5.633 -1.784
H 3.848 -4.855 -4.574
H 2.664 -1.790 -3.927
H 0.153 0.007 -2.190
H 2.156 -2.050 1.187
H 2.925 0.684 -1.588
H 3.684 0.253 -0.056
H 4.429 -1.861 -1.944
H 5.470 -0.663 -1.183
H 4.714 -0.310 -2.732
H -2.869 -0.589 -2.611
H -1.855 0.577 -1.726
H -3.550 0.331 -1.270
C -1.879 0.119 3.067
C -0.697 -0.359 2.692
C 0.509 0.498 2.668
O 1.573 0.047 2.284
C 0.379 1.907 3.104
C -0.800 2.390 3.487
C -2.017 1.533 3.493
O -3.086 1.994 3.835
H -2.780 -0.482 3.077
H -0.531 -1.373 2.359
H 1.282 2.504 3.082
H -0.940 3.416 3.811
C -3.630 4.854 2.477
C -4.436 4.925 1.421
C -4.461 6.122 0.543
O -5.196 6.186 -0.418
C -3.548 7.244 0.887
C -2.735 7.173 1.937
C -2.708 5.970 2.807
O -1.943 5.893 3.747
H -3.591 3.994 3.131
H -5.114 4.125 1.151
H -3.587 8.104 0.231
H -2.054 7.970 2.207
```

The spin multiplicity is 1. For the energy above the lowest of the compared OMol25 structures with the same formula, charge and spin, the calculation gives 0.0 kcal per mole. The value obtained for the HOMO-LUMO gap is 7.269 eV. For the LUMO energy, the calculation gives -0.0678 Ha.

Atom charges from the Mulliken analysis, given in e for atoms 1 to 6: -1.31 0.06 0.49 -0.51 0.25 -0.35